The following is a DFT calculation (ωB97M-V/def2-TZVPD) of a structure of composition C5H13NO2 at a distorted geometry.

Element x y z (Å)
C (0.04453, 0.03283, -0.44805)
C (-1.70031, -0.61530, 0.27906)
C (0.59319, -0.48469, 0.78658)
C (0.01523, 1.53321, -0.62156)
C (2.39245, -0.05991, 0.65435)
N (0.28276, -0.69171, -1.60640)
O (-2.07150, -0.85493, 1.60827)
O (-2.65007, 0.28444, -0.25221)
H (-2.04216, -0.01101, 2.07804)
H (-3.32587, -0.22594, -0.72227)
H (-1.81271, -1.59280, -0.21169)
H (1.00733, -1.39343, -1.57268)
H (0.13115, -0.21690, -2.48341)
H (0.63837, -1.56472, 0.86611)
H (0.30821, 0.07060, 1.67097)
H (0.63611, 1.85142, -1.45847)
H (0.32340, 2.06875, 0.27323)
H (-1.00461, 1.84964, -0.84146)
H (2.77140, -0.19052, 1.66658)
H (2.60066, 0.97017, 0.37095)
H (2.86244, -0.75918, -0.03593)

E_HOMO = -0.2759 hartree
gap between HOMO and LUMO = 8.321 eV
spin multiplicity = 1
LUMO = 0.8 eV
ΔE to the lowest compared entry with this formula, charge and spin = 89.0 kcal/mol
E = -403.4349 hartree

---

The following is a DFT calculation (ωB97M-V/def2-TZVPD) of a structure of composition C10H30FKO5 at a distorted geometry.

Element x y z (Å)
K (0.29789, 2.22746, -2.50419)
F (-0.10368, -0.04855, -0.97241)
C (-0.38428, -3.23565, -2.25734)
C (0.70417, -2.71157, -3.20020)
O (0.76142, -1.30521, -3.18482)
H (-1.33962, -2.83960, -2.59175)
H (-0.16227, -2.95615, -1.22302)
H (-0.37829, -4.32698, -2.19461)
H (0.41408, -3.04790, -4.20029)
H (1.69796, -3.12055, -2.98813)
H (0.49967, -0.94644, -2.31474)
C (4.35590, 1.29984, 0.67724)
C (2.93078, 1.17300, 0.21093)
O (2.71699, -0.05082, -0.46542)
H (4.62841, 0.64050, 1.49827)
H (4.51620, 2.33181, 1.00475)
H (5.02426, 1.18937, -0.17789)
H (2.72526, 2.05380, -0.42192)
H (2.17838, 1.32128, 0.99299)
H (1.75661, -0.15666, -0.59171)
C (-0.10050, 4.04267, 1.97659)
C (-0.80829, 2.86583, 1.33834)
O (0.03361, 2.51875, 0.17516)
H (-0.49420, 4.31051, 2.96411)
H (-0.19830, 4.98619, 1.43255)
H (0.95931, 3.83779, 2.10188)
H (-1.84668, 2.94543, 1.02191)
H (-0.71381, 1.98445, 1.97729)
H (0.06577, 1.54597, 0.18825)
C (0.90241, -0.95955, 2.94188)
C (-0.05056, -1.59878, 1.93036)
O (-0.98943, -0.61289, 1.50528)
H (0.53000, -0.69928, 3.93427)
H (1.30756, -0.03430, 2.52352)
H (1.79609, -1.56567, 3.13395)
H (-0.53262, -2.49745, 2.31926)
H (0.52001, -1.82652, 1.02266)
H (-0.84561, -0.42708, 0.56424)
C (-4.01659, -1.38882, -0.42691)
C (-3.70595, -0.07383, -1.16981)
O (-2.60715, -0.31603, -2.03781)
H (-3.16978, -1.69961, 0.18351)
H (-4.18439, -2.14615, -1.19248)
H (-4.89044, -1.30877, 0.22640)
H (-3.45381, 0.69282, -0.42830)
H (-4.57589, 0.19963, -1.76580)
H (-1.77059, -0.26631, -1.53606)

E_HOMO = -0.3459 hartree
gap between HOMO and LUMO = 8.752 eV
spin multiplicity = 1
LUMO = -0.7 eV
ΔE to the lowest compared entry with this formula, charge and spin = 17.8 kcal/mol
E = -1475.0216 hartree

---

The following is a DFT calculation (ωB97M-V/def2-TZVPD) of a cluster of 2 separate species, C5H10N2O in total at a distorted geometry.

Element x y z (Å)
C (0.77503, -1.98007, -1.90039)
C (1.61159, -1.32558, -0.81646)
C (0.86396, -0.45378, 0.13848)
C (-0.27863, 0.28056, -0.03854)
N (-0.41428, 1.01494, 1.11939)
C (0.59406, 0.66302, 1.93425)
N (1.37505, -0.24910, 1.38973)
H (0.04388, -2.65138, -1.44099)
H (1.36246, -2.52144, -2.63855)
H (0.23708, -1.22792, -2.48897)
H (2.14183, -2.04980, -0.18795)
H (2.36821, -0.70541, -1.29090)
H (-1.10159, 0.15853, -0.72643)
H (-1.11129, 1.76036, 1.18156)
H (0.67628, 0.88319, 2.98525)
O (-2.86095, 2.43226, 0.87684)
H (-2.98057, 3.15884, 0.24610)
H (-3.30212, 2.81279, 1.65757)

E_HOMO = -0.2998 hartree
gap between HOMO and LUMO = 8.429 eV
spin multiplicity = 1
LUMO = 0.3 eV
ΔE to the lowest compared entry with this formula, charge and spin = 9.6 kcal/mol
E = -381.2701 hartree

---

The following is a DFT calculation (ωB97M-V/def2-TZVPD) of an isolated molecule of C21H32N2O3S at a distorted geometry.

Element x y z (Å)
C (2.05452, -3.81679, 2.10765)
C (2.99917, -3.03522, 2.17288)
C (4.19271, -1.99857, 2.09035)
C (4.03542, -1.25326, 0.70672)
O (5.16455, -0.58526, 0.11334)
C (4.70613, -0.24719, -1.20208)
O (5.34533, -0.30296, -2.22360)
C (3.15321, 0.16614, -1.01954)
C (2.22283, -0.43141, -2.19054)
C (0.66947, -0.29246, -1.88034)
S (-0.19356, -1.89601, -1.53709)
C (-0.82804, -1.91471, 0.15650)
N (-2.14664, -2.22088, 0.59566)
N (-2.22384, -2.16729, 1.93639)
C (-0.98710, -1.82835, 2.48796)
O (-0.19692, -1.68909, 1.36731)
C (2.73571, -0.34444, 0.44176)
C (2.33607, 0.72267, 1.54482)
C (1.75626, 2.09591, 0.98745)
C (0.57769, 2.67465, 1.91512)
C (-0.84157, 2.04489, 1.58646)
C (-1.40535, 2.39864, 0.14265)
C (-2.86384, 1.73965, -0.00761)
C (-3.49047, 2.05312, -1.44630)
C (-3.60235, 0.73839, -2.37207)
C (-4.81814, -0.19826, -1.88084)
C (-4.40217, -1.74911, -1.79638)
H (1.05103, -4.22937, 1.80678)
H (5.13337, -2.62276, 2.16427)
H (4.17590, -1.32339, 2.99959)
H (3.83799, -2.11230, -0.02182)
H (3.24660, 1.30132, -1.11986)
H (2.54005, -1.52036, -2.28738)
H (2.50866, 0.05703, -3.17967)
H (0.11947, 0.20005, -2.74713)
H (0.53650, 0.35894, -0.96827)
H (-0.65188, -1.71529, 3.54801)
H (1.94495, -1.15863, 0.32086)
H (3.24735, 0.97038, 2.17974)
H (1.55686, 0.24684, 2.22786)
H (2.59144, 2.87562, 1.01720)
H (1.38180, 2.06352, -0.07733)
H (0.84723, 2.35168, 2.97811)
H (0.58579, 3.80841, 1.91842)
H (-1.59979, 2.42692, 2.34818)
H (-0.83613, 0.90340, 1.66987)
H (-1.44538, 3.53150, 0.00406)
H (-0.79060, 1.98375, -0.71468)
H (-2.73129, 0.63342, 0.19347)
H (-3.49261, 2.19246, 0.82019)
H (-2.89350, 2.87965, -1.96048)
H (-4.56594, 2.39046, -1.25538)
H (-2.61884, 0.16846, -2.27142)
H (-3.81954, 1.01606, -3.45772)
H (-5.63718, -0.14363, -2.67530)
H (-5.28763, 0.19476, -0.92928)
H (-5.02195, -2.37672, -2.51235)
H (-3.30144, -1.85349, -2.05845)
H (-4.56034, -2.16153, -0.75668)

E_HOMO = -0.3468 hartree
gap between HOMO and LUMO = 9.536 eV
spin multiplicity = 1
LUMO = 0.1 eV
ΔE to the lowest compared entry with this formula, charge and spin = 214.6 kcal/mol
E = -1552.5442 hartree

---

The following is a DFT calculation (ωB97M-V/def2-TZVPD) of an isolated molecule of C5H5FO at a distorted geometry.

Element x y z (Å)
O (-0.01795, -2.46862, 0.81861)
C (0.04430, -1.40141, 0.31255)
C (0.84921, -0.13489, 0.74657)
C (0.28233, 1.12539, 0.02061)
C (-0.67940, 0.55094, -0.90212)
C (-0.86979, -0.79077, -0.70192)
F (-1.74740, -1.51597, -1.47132)
H (1.97921, -0.11334, 0.59189)
H (0.50906, 0.09512, 1.76570)
H (1.15528, 1.82439, -0.33122)
H (-0.40980, 1.66470, 0.81081)
H (-1.09505, 1.16445, -1.66014)

E_HOMO = -0.3632 hartree
gap between HOMO and LUMO = 10.172 eV
spin multiplicity = 1
LUMO = 0.3 eV
ΔE to the lowest compared entry with this formula, charge and spin = 17.1 kcal/mol
E = -368.5713 hartree

---

The following is a DFT calculation (ωB97M-V/def2-TZVPD) of a cluster of 2 separate species, C3H9NO2 in total at a distorted geometry.

Element x y z (Å)
C (-1.98292, -0.69893, 2.03964)
C (-0.92746, -0.16098, 1.12303)
O (-0.35375, 0.89266, 1.23411)
O (-0.59524, -1.06357, 0.19907)
H (-1.95346, -0.26854, 3.04952)
H (-1.85863, -1.77808, 2.15873)
H (-3.01756, -0.49671, 1.78049)
H (0.12369, -0.71879, -0.38176)
C (1.88404, 0.84760, -1.20499)
N (0.90010, 0.00816, -1.94244)
H (1.55829, 1.88338, -1.12699)
H (2.83454, 0.86226, -1.73151)
H (2.04013, 0.43175, -0.21920)
H (0.05260, 0.52757, -2.14233)
H (1.29564, -0.26777, -2.83539)

E_HOMO = -0.3689 hartree
gap between HOMO and LUMO = 10.977 eV
spin multiplicity = 1
LUMO = 0.9 eV
ΔE to the lowest compared entry with this formula, charge and spin = 13.8 kcal/mol
E = -324.9507 hartree